{
  "formula": "C3H7N2O2",
  "method": "ωB97M-V with the def2-TZVPD basis set",
  "elements": ["C", "C", "C", "N", "N", "O", "O", "H", "H", "H", "H", "H", "H", "H"],
  "coordinates": [[1.729, 0.535, -1.062], [1.457, -0.651, -1.606], [0.777, 1.139, -0.180], [-0.242, 0.323, -0.043], [-1.943, -0.004, 1.897], [-0.348, -0.778, -0.752], [1.466, -1.466, -2.582], [2.615, 1.115, -1.141], [0.759, 2.070, 0.317], [-1.333, 0.032, 0.989], [-2.753, -0.701, 1.972], [-2.078, 1.030, 1.926], [-1.323, -0.154, 2.666], [1.217, -2.492, -2.402]],
  "atomic_forces_ev_per_a": [[0.715, -0.003, -0.569], [-3.399, 0.150, 1.429], [-1.953, -3.644, -1.128], [-1.253, 0.631, 0.736], [-1.000, 0.264, 0.032], [3.781, 1.438, -0.755], [-0.136, -2.592, 0.194], [1.069, -0.241, -0.624], [0.431, 0.669, 0.376], [0.341, -0.425, -0.246], [1.144, 1.909, -0.355], [-1.337, -1.004, 0.303], [0.612, -0.567, 0.661], [0.985, 3.415, -0.055]],
  "nbo_charge": [-0.40, 0.65, -0.02, -0.14, -0.93, -0.43, -0.60, 0.29, 0.24, 0.45, 0.46, 0.44, 0.43, 0.56],
  "mol_weight_g_mol": 103.10,
  "relative_energy_ev": 4.129,
  "spin_multiplicity": 1,
  "e_tot_ev": -10288.6818,
  "total_charge": 1
}